Entry from OMol25: a molecular structure, C37H35BiClN2S2Si2 (ωB97M-V with the def2-TZVPD basis set).

lowest unoccupied orbital energy (spin up / spin down): -4.65 / -4.65 eV
charge: +1
HOMO level (spin up / spin down): -0.301 / -0.301 Ha
relative energy (zero: lowest compared OMol25 entry of this formula, charge and spin): 473.8 kJ/mol
F_max: 4.3 eV/Å
HOMO-LUMO gap (spin up / spin down): 3.535 / 3.536 eV

```
80
C37H35BiClN2S2Si2 (ωB97M-V with the def2-TZVPD basis set)
C 2.067 1.105 0.677
C 1.997 1.858 -0.515
C 0.955 2.829 -0.346
H 2.684 1.813 -1.352
C 0.379 2.637 0.949
C 1.088 1.592 1.576
H 1.019 1.325 2.641
H 2.825 0.355 0.927
H 0.708 3.643 -1.031
H -0.320 3.319 1.440
Bi -0.597 0.711 -0.989
Si -3.475 3.904 -4.396
C -3.972 3.025 -6.024
C -5.280 2.527 -6.116
H -5.973 2.658 -5.278
C -5.749 1.850 -7.244
H -6.775 1.480 -7.258
C -4.912 1.663 -8.327
H -5.240 1.069 -9.174
C -3.625 2.204 -8.292
H -2.977 2.102 -9.166
C -3.153 2.870 -7.156
H -2.139 3.279 -7.142
C -5.067 4.912 -4.264
C -5.510 5.696 -5.346
H -4.851 5.889 -6.200
C -6.789 6.257 -5.362
H -7.139 6.850 -6.227
C -7.624 6.066 -4.256
H -8.633 6.480 -4.263
C -7.165 5.363 -3.136
H -7.806 5.222 -2.260
C -5.868 4.844 -3.128
H -5.454 4.387 -2.240
H -2.426 4.944 -4.599
Si -5.207 0.762 -3.182
C -4.501 1.839 -1.806
C -3.644 2.879 -2.238
H -3.028 2.725 -3.255
C -3.110 3.821 -1.355
H -2.494 4.628 -1.771
C -3.260 3.645 0.026
H -2.738 4.302 0.741
C -4.134 2.645 0.479
H -4.321 2.559 1.564
C -4.785 1.792 -0.428
H -5.505 1.049 -0.078
C -3.643 0.309 -4.146
C -2.362 0.669 -3.680
H -2.282 0.954 -2.600
C -1.183 0.596 -4.416
H -0.241 0.973 -3.981
C -1.228 -0.110 -5.617
H -0.294 -0.336 -6.143
C -2.476 -0.561 -6.086
H -2.516 -1.114 -7.033
C -3.668 -0.379 -5.372
H -4.614 -0.768 -5.713
H -5.507 -0.341 -2.434
Cl -2.423 -0.956 -1.054
C 1.603 -2.087 -3.065
C 1.439 -2.498 -1.651
N 0.825 -1.773 -0.737
C 0.729 -2.524 0.443
C 1.278 -3.792 0.392
S 1.967 -4.096 -1.156
C -0.082 -2.052 1.531
C -0.418 -2.779 2.650
S -1.521 -1.900 3.641
C -1.538 -0.631 2.431
N -0.716 -0.824 1.415
C -2.387 0.577 2.524
H 2.632 -2.339 -3.350
H 0.896 -2.635 -3.691
H 1.441 -1.009 -3.141
H 1.257 -4.490 1.231
H -0.029 -3.781 2.830
H -3.063 0.455 3.387
H -1.710 1.430 2.675
H -2.985 0.712 1.612
```